1.
# C7H13NO

A 3-piece molecular cluster, C7H13NO overall (ωB97M-V with the def2-TZVPD basis set, the OMol25 dataset).

- HOMO energy (alpha / beta) (eV) = -8.02 / -8.02

Geometry as XYZ:
```
22
Properties=species:S:1:pos:R:3:forces:R:3
C 1.161220 0.569671 -1.082625 0.7 0.1 0.9
C 1.339507 -0.829721 -1.575738 -0.1 -0.1 0.0
C 1.575736 0.937887 0.216996 0.4 -0.1 -1.1
C -1.142580 0.686768 -1.037782 -0.7 -0.2 0.8
O -1.321418 2.025896 -1.188369 0.0 0.0 -0.2
N -1.749993 -0.123773 -1.798174 0.3 0.2 -0.2
H -1.931028 2.151318 -1.934256 0.1 -0.1 0.1
H 1.037802 1.344027 -1.827350 -0.2 0.0 0.1
H -1.549395 -1.091877 -1.561737 0.0 0.1 0.1
H 2.391683 -0.996443 -1.832483 0.0 0.1 0.0
H 1.078830 -1.556679 -0.801920 0.0 0.0 0.0
H 0.740156 -1.028162 -2.462884 0.0 0.0 0.0
H 0.574706 0.734339 0.993310 -1.1 -0.2 0.3
H 1.836984 1.982411 0.363422 -0.2 0.0 0.1
H 2.266951 0.251832 0.705546 -0.2 -0.1 0.1
C -0.767985 0.477361 1.696438 0.7 0.4 0.0
C -0.852251 -1.889164 2.754719 -0.1 0.0 0.0
C -0.866766 -0.669436 2.273701 0.2 -0.3 0.0
H -0.115632 -2.200248 3.486952 -0.1 0.1 0.0
H -1.258898 1.383666 2.030595 0.0 0.0 0.1
H -0.855132 0.462939 0.125443 0.3 0.1 -0.9
H -1.592495 -2.622614 2.456194 0.0 0.0 0.0
```
Positions in Å, forces in eV/Å.



2.
# H20KrO10

H20KrO10 as an isolated structure (ωB97M-V with the def2-TZVPD basis set, the OMol25 dataset).

- HOMO energy (eV) = -10.75

Geometry as XYZ:
```
31
Properties=species:S:1:pos:R:3:forces:R:3
Kr -0.416476 0.362406 -0.271633 0.0 0.0 0.0
O -0.361316 -0.796704 3.395627 0.1 0.1 0.0
H -0.550346 -0.025234 3.929797 0.0 0.5 0.1
H -0.323176 -1.519124 4.022417 0.2 -0.4 0.2
O 0.110954 3.362016 2.054497 -0.2 -0.2 0.9
H 0.462614 3.392226 1.164747 0.3 0.1 -0.6
H -0.721936 3.830516 1.999397 -0.2 0.1 0.0
O -0.031826 -3.185394 -1.315123 -0.2 -0.1 -0.3
H 0.315704 -2.699894 -0.566963 0.0 0.3 0.7
H 0.732314 -3.617474 -1.696733 0.1 -0.2 -0.1
O 3.533824 0.188036 -1.230693 0.4 -0.5 0.3
H 2.916424 0.814236 -1.608763 -0.3 0.4 -0.2
H 3.733334 0.541336 -0.363743 0.1 0.0 0.2
O 1.285434 3.649916 -0.401923 0.0 0.3 0.0
H 1.198954 2.847906 -0.917223 -0.1 -0.4 -0.4
H 2.215564 3.693556 -0.180153 0.3 0.1 0.1
O -4.339526 0.967336 -0.769623 -0.1 0.3 0.0
H -4.088276 0.529956 0.043887 0.1 -0.1 0.2
H -4.296236 0.280326 -1.434733 0.0 -0.2 -0.2
O 1.814194 1.783066 -2.648743 -0.1 0.2 0.2
H 1.694514 1.055226 -3.258803 -0.3 -0.3 -0.2
H 2.225954 2.470176 -3.172743 0.1 0.3 -0.1
O -1.507696 -1.723874 -3.264163 -0.5 0.5 -0.5
H -0.694896 -1.987584 -3.695493 0.1 -0.1 0.1
H -1.372826 -1.944514 -2.342553 0.3 -0.3 0.3
O -2.517176 -2.098114 2.301817 -0.5 -0.3 -0.3
H -3.196596 -2.326704 2.936147 -0.3 -0.1 0.0
H -1.902956 -1.553294 2.793887 0.4 0.4 -0.1
O 1.031974 -2.261334 1.366697 0.0 -0.4 -0.3
H 1.934134 -2.502494 1.156507 0.3 -0.1 -0.1
H 1.115364 -1.526494 1.974387 -0.3 0.4 0.2
```
Positions in Å, forces in eV/Å.



3.
# C15H19ClN4O3ReS3

C15H19ClN4O3ReS3 as an isolated structure (ωB97M-V with the def2-TZVPD basis set, the OMol25 dataset).

- net charge = +2
- HOMO energy (alpha / beta) (eV) = -12.57 / -12.35
- spin multiplicity = 2

Geometry as XYZ:
```
46
Properties=species:S:1:pos:R:3:forces:R:3
Re 0.203092 -0.284456 -0.175299 -1.9 0.6 1.3
N -1.831682 0.995374 -0.857826 1.2 -0.6 0.0
N -2.639923 0.208903 -1.691475 -0.4 0.0 0.1
C -2.117665 -0.802244 -2.388844 0.3 0.0 -0.3
N -2.908713 -1.474496 -3.214060 0.0 0.0 0.0
S -0.465982 -1.198989 -2.280625 0.2 -0.3 0.0
H -2.309148 1.152741 0.022197 0.0 -0.1 0.1
H -1.638199 1.883931 -1.312506 0.0 0.1 0.0
H -3.621941 0.429763 -1.763770 0.0 0.1 0.0
H -3.883801 -1.259319 -3.346967 0.0 0.0 0.0
H -2.530208 -2.273347 -3.696651 0.0 0.0 0.0
O 1.091563 -0.252598 1.795134 0.2 -0.2 -0.8
N 0.555964 -1.024807 2.778691 0.0 0.0 0.0
C 1.225636 -1.092086 3.952206 0.1 0.1 0.0
C 0.743374 -1.837780 4.985306 0.0 0.0 0.0
C -0.463511 -2.527756 4.815357 -0.1 0.0 0.0
C -1.123793 -2.442269 3.616391 0.0 0.0 0.1
C -0.591827 -1.683457 2.565913 -0.1 -0.1 -0.1
S -1.327647 -1.570739 1.014765 0.2 0.1 -0.3
H 2.143530 -0.526645 3.996541 0.0 0.0 -0.1
H 1.298798 -1.883362 5.910483 0.0 0.0 0.0
H -0.867139 -3.127820 5.619875 0.0 0.0 0.0
H -2.056809 -2.958190 3.438083 0.0 0.0 0.0
Cl 3.400055 4.645636 -6.693267 0.0 0.0 -0.1
C 3.060296 3.887741 -5.202018 0.0 -0.1 0.1
C 3.599478 4.409384 -4.028207 0.1 0.1 0.0
C 3.341941 3.788284 -2.826570 0.0 0.0 0.1
C 2.528489 2.648316 -2.789468 0.2 0.1 -0.1
C 1.981789 2.139327 -3.974575 0.0 -0.1 0.1
C 2.249430 2.754317 -5.176207 0.0 0.0 -0.1
C 2.232581 1.958104 -1.557743 0.0 0.0 -0.2
O 2.945956 2.437192 -0.456365 -0.1 -0.1 0.1
O 1.459891 1.029835 -1.436388 0.1 0.1 0.0
H 4.217032 5.296102 -4.071753 0.0 0.0 0.0
H 3.764097 4.189772 -1.915782 0.0 0.0 0.0
H 1.362548 1.251553 -3.936859 0.0 0.0 0.0
H 1.840995 2.366309 -6.099488 0.0 0.0 0.0
C 4.286959 0.897135 1.165052 0.1 -0.1 -0.1
S 2.664380 1.590703 0.918890 0.3 0.4 0.2
C 2.722834 2.954619 2.062502 0.0 0.1 0.0
H 5.034573 1.640601 0.889804 0.0 0.0 0.1
H 4.373176 0.005542 0.545809 0.0 0.0 0.0
H 4.371103 0.627888 2.218958 0.0 0.0 0.0
H 2.556867 2.539198 3.057517 0.0 0.0 0.0
H 1.906752 3.628211 1.805406 0.0 0.0 0.0
H 3.683803 3.463553 2.002442 0.0 0.0 0.0
```
Positions in Å, forces in eV/Å.



4.
# C41H33F16N7O10

A 5-piece molecular cluster, C41H33F16N7O10 overall (ωB97M-V with the def2-TZVPD basis set, the OMol25 dataset).

- HOMO energy (eV) = -9.01
- SMILES string = NC(N)(N)CC1=C(CCC(F)(F)C(F)(F)C(F)(F)C(F)(F)F)C(=O)C=C(C(F)(F)C(F)(F)C(F)(F)F)C1=O.O=[N+]([O-])c1ccccc1.O=[N+]([O-])c1ccccc1.O=[N+]([O-])c1ccccc1.O=[N+]([O-])c1ccccc1

Geometry as XYZ:
```
107
Properties=species:S:1:pos:R:3:forces:R:3
N -1.956962 -4.958228 0.017751 -0.4 0.0 0.0
C -1.361747 -3.656460 0.304376 0.6 -0.6 0.3
N -2.155583 -2.773484 1.154007 0.0 0.1 -0.1
N -0.154826 -3.961628 1.075823 -0.5 -0.1 0.2
C -0.969614 -2.980022 -1.032756 -0.9 -0.5 -0.3
C -1.934182 -1.976287 -1.595827 0.3 0.6 0.1
C -1.558539 -0.896379 -2.301531 0.1 -0.1 0.5
C -0.149700 -0.502721 -2.623245 0.0 0.3 -0.6
C 0.133525 1.009341 -2.557418 0.0 -0.6 0.2
C 0.552455 1.504268 -1.191521 0.0 0.7 -0.9
F 0.491318 2.866146 -1.248517 0.1 0.0 0.2
F -0.310490 1.129052 -0.221715 0.0 -0.2 0.1
C 2.020767 1.159534 -0.774549 0.1 0.4 0.7
F 2.764888 0.795814 -1.840833 -0.3 -0.2 -0.1
F 2.599190 2.269283 -0.267298 0.0 -0.1 -0.1
C 2.147357 0.078324 0.339164 0.7 0.2 0.0
F 1.248132 -0.908683 0.204114 -0.1 0.0 0.0
F 1.983821 0.674528 1.528904 -0.2 -0.1 0.0
C 3.547440 -0.598788 0.359000 0.0 -0.7 0.5
F 4.545813 0.285027 0.342201 -0.4 -0.4 -0.2
F 3.652164 -1.469397 -0.662195 0.2 0.5 0.3
F 3.635898 -1.313128 1.503571 0.1 0.3 -0.5
C -2.624313 -0.023466 -2.873839 -0.1 0.1 -0.2
O -2.536587 0.492184 -3.966162 0.0 0.1 0.3
C -3.817942 0.161662 -1.997988 -0.4 -0.2 0.4
C -4.200588 -0.880985 -1.271971 0.1 -0.1 -0.1
C -5.350360 -0.935716 -0.300740 0.5 -0.1 -0.2
F -6.361922 -1.684619 -0.795082 -0.2 0.2 0.0
F -4.916981 -1.573632 0.820829 0.1 0.0 0.0
C -5.927694 0.418619 0.199556 -0.9 -0.2 0.4
F -6.558337 0.151289 1.367344 0.0 0.1 0.0
F -4.982293 1.322543 0.478063 0.3 0.0 -0.4
C -7.030197 1.023853 -0.735303 -0.6 -0.3 0.2
F -6.766842 0.796460 -2.028574 0.1 0.4 0.3
F -7.159828 2.333619 -0.506485 0.2 -0.4 -0.3
F -8.203519 0.426831 -0.451785 0.5 0.4 -0.2
C -3.412085 -2.162847 -1.441710 0.0 0.0 -0.1
O -3.962105 -3.238054 -1.502862 0.1 0.1 0.3
H -2.901018 -4.849927 -0.339181 0.1 0.0 -0.3
H -2.038380 -5.462102 0.891871 0.2 -0.1 0.1
H -3.135671 -2.930155 0.967010 -0.2 0.1 -0.1
H -2.035983 -3.076464 2.114194 0.1 0.0 0.1
H 0.030327 -3.234690 1.749385 0.3 0.2 -0.2
H 0.641620 -4.122433 0.480866 0.2 0.0 0.0
H -0.887803 -3.786865 -1.760567 0.1 -0.2 -0.1
H 0.021941 -2.571704 -0.919187 0.0 0.4 0.0
H 0.046403 -0.810228 -3.648748 0.0 -0.1 -0.2
H 0.580265 -1.022966 -2.018020 -0.1 -0.3 0.1
H 0.907966 1.229178 -3.280400 0.3 0.2 0.1
H -0.712797 1.627482 -2.831677 -0.2 -0.1 -0.1
H -4.342612 1.103284 -1.960443 0.1 0.2 -0.3
O -4.245358 3.995010 -1.439406 0.0 -0.2 0.0
N -4.332599 5.205822 -1.384217 0.0 0.0 0.0
O -4.229161 5.943307 -2.340069 0.0 0.1 -0.1
C -4.576149 5.815574 -0.071019 0.0 0.1 0.2
C -4.663059 5.002612 1.044355 0.0 -0.2 0.1
C -4.870474 5.585517 2.284011 0.0 0.1 0.0
C -4.993189 6.964725 2.397706 0.0 0.1 0.1
C -4.911616 7.762440 1.261704 0.0 -0.1 0.1
C -4.701077 7.190100 0.017783 0.0 0.2 -0.1
H -4.567626 3.930594 0.954507 0.0 0.0 -0.1
H -4.934412 4.962762 3.165831 0.0 0.0 0.0
H -5.152039 7.414421 3.377456 0.1 -0.2 -0.5
H -5.009015 8.836354 1.346571 0.0 0.0 0.0
H -4.634090 7.808586 -0.864689 0.0 -0.1 -0.1
O -3.817390 8.942801 5.782747 0.2 0.0 0.0
N -5.023237 8.880138 5.711003 0.0 -0.1 0.0
O -5.632914 7.958655 5.196820 -0.2 0.1 0.4
C -5.806421 9.988023 6.270862 -0.1 0.2 0.1
C -5.140997 11.065011 6.827693 0.2 0.1 0.1
C -5.883187 12.117440 7.337079 -0.1 0.0 0.0
C -7.270532 12.079414 7.287226 0.0 0.0 0.0
C -7.920988 10.985567 6.731688 0.1 0.1 0.0
C -7.187207 9.929345 6.217545 -0.2 -0.1 -0.1
H -4.062241 11.089532 6.864288 0.0 -0.1 -0.1
H -5.378792 12.969230 7.771194 0.0 0.0 0.0
H -7.846743 12.905611 7.681944 0.0 0.0 0.0
H -9.000952 10.956603 6.696322 0.0 0.0 0.0
H -7.688106 9.077637 5.782424 0.1 -0.1 0.0
O 2.928082 -6.312181 -4.233650 0.0 -0.1 -0.1
N 3.345495 -5.352134 -3.623091 0.0 0.0 0.0
O 2.870274 -4.235819 -3.685836 -0.1 0.1 0.0
C 4.507246 -5.551227 -2.744724 0.2 0.0 0.1
C 5.091389 -6.802532 -2.670633 0.1 -0.2 0.0
C 6.197900 -6.981584 -1.854560 -0.1 0.2 0.0
C 6.702061 -5.909662 -1.126110 -0.1 0.1 0.0
C 6.094527 -4.662474 -1.206020 0.0 -0.2 -0.1
C 4.990259 -4.477958 -2.021363 0.0 0.3 0.1
H 4.693996 -7.629863 -3.239302 -0.1 0.1 -0.1
H 6.668570 -7.951320 -1.789550 0.0 0.0 0.0
H 7.565873 -6.045448 -0.494544 0.0 0.0 0.1
H 6.485769 -3.831557 -0.635198 0.0 0.0 0.0
H 4.519431 -3.508894 -2.088253 -0.1 0.0 -0.1
O 8.913039 -7.882916 -0.719463 0.1 -0.2 0.0
N 9.935206 -7.242010 -0.861296 0.0 0.0 0.0
O 10.228228 -6.270901 -0.197238 0.0 0.1 0.1
C 10.869905 -7.664729 -1.911341 0.1 -0.1 -0.2
C 10.541008 -8.746071 -2.708284 -0.1 -0.2 -0.1
C 11.416794 -9.128188 -3.710860 0.1 0.1 0.0
C 12.603274 -8.432265 -3.900931 0.0 0.0 0.0
C 12.920186 -7.354098 -3.085197 -0.1 -0.1 -0.1
C 12.049307 -6.963203 -2.081678 0.1 0.2 0.0
H 9.617595 -9.284310 -2.556425 0.0 0.1 0.1
H 11.172312 -9.968020 -4.345973 0.0 0.0 0.0
H 13.282789 -8.730564 -4.688136 0.0 0.0 0.0
H 13.845471 -6.815204 -3.233084 0.0 0.0 0.0
H 12.289763 -6.123935 -1.446569 -0.1 0.0 0.1
```
Positions in Å, forces in eV/Å.